# 1
The following is a quantum chemistry calculation of 7 unconnected molecules or ions with the total composition C21H42O21 in a non-equilibrium geometry, from the OMol25 dataset.

Summary:
M = 630.546 g/mol
energy above the lowest of the compared OMol25 structures with the same formula, charge and spin = 559.26 kJ/mol
LUMO level = 0.05 eV
gap between HOMO and LUMO = 10.610 eV
HOMO level = -0.38814 Eh
strongest force on any atom = 6.57 eV/Å
total charge = 0
structure (SMILES) = COC(=O)OC.COC(=O)OC.COC(=O)OC.COC(=O)OC.COC(=O)OC.COC(=O)OC.COC(=O)OC

```
84
Properties=species:S:1:pos:R:3:forces:R:3
C -4.7221 1.9939 3.0714 -0.03 -1.42 0.82
O -3.7088 2.6924 3.8639 -0.92 0.39 -4.19
C -3.5377 2.2744 5.0447 0.68 -0.33 4.99
O -4.1988 1.5011 5.7120 0.33 0.21 -1.00
O -2.4793 2.9689 5.5685 0.27 -0.26 -1.51
C -2.1512 2.9191 6.9391 -0.64 0.65 0.61
H -4.6872 2.1335 1.9909 0.33 1.20 0.38
H -5.7013 2.1293 3.5305 0.06 0.42 -0.30
H -4.5410 0.9208 3.1331 0.18 -0.08 0.41
H -1.3489 3.6348 7.1179 0.22 -0.18 -0.46
H -1.8494 1.9465 7.3280 -0.31 -0.08 -0.25
H -2.9953 3.3644 7.4658 -0.14 -0.56 0.46
C -1.2978 -3.4594 6.3244 0.02 1.17 -1.00
O 0.1065 -3.3289 6.0732 0.86 -1.79 0.21
C 0.6915 -2.1955 6.2701 -0.52 4.94 -0.48
O 0.1440 -1.1120 6.5380 0.32 -2.28 0.06
O 1.9930 -2.2160 5.9603 0.48 -2.10 -0.13
C 2.6742 -1.0171 5.6988 0.56 1.48 0.48
H -1.5890 -2.5766 6.8936 -0.31 -0.61 0.64
H -1.4980 -4.4732 6.6712 0.08 0.45 0.37
H -1.7619 -3.3048 5.3504 -0.24 -0.30 -0.04
H 3.7289 -0.9985 5.9733 -0.01 -1.12 0.62
H 2.2485 -0.2186 6.3065 -0.28 0.17 -0.58
H 2.7811 -0.7954 4.6369 -0.97 0.02 -0.16
C -0.6393 5.6539 0.5466 0.28 0.21 0.59
O -1.0644 6.6914 -0.2356 -1.46 2.89 -4.63
C -0.9060 6.7961 -1.5976 -0.71 -0.37 0.46
O -1.3424 7.7385 -2.2152 1.05 -1.29 0.56
O -0.3284 5.6519 -2.0957 0.38 0.58 2.04
C 0.1202 5.5688 -3.4028 -0.93 0.07 -2.80
H 0.4412 5.7915 0.5077 0.18 -1.20 0.86
H -1.0580 4.6993 0.2281 0.41 -0.13 0.17
H -1.1357 6.0715 1.4226 0.76 -1.32 1.07
H -0.4879 4.8372 -3.9348 -0.63 0.11 0.03
H 1.0929 5.1594 -3.6754 0.66 0.34 1.51
H 0.0026 6.5140 -3.9327 0.00 0.09 0.14
C -0.1487 -0.2995 1.2193 -0.44 1.18 -0.03
O -0.1056 0.3570 -0.1127 0.71 -1.20 2.01
C -1.1628 0.3189 -0.8749 -3.96 0.14 -0.50
O -2.3711 0.0530 -0.5804 4.52 0.64 -0.92
O -0.7370 0.7406 -2.0959 2.14 -0.52 2.34
C -1.6535 0.7782 -3.1048 -2.22 0.37 -0.12
H 0.8645 -0.5497 1.5340 -0.04 -0.42 -0.79
H -0.8812 -1.1052 1.2679 0.33 -0.07 -0.37
H -0.4328 0.4306 1.9771 -0.38 0.27 -0.28
H -1.2481 1.2647 -3.9920 0.25 -0.44 0.12
H -2.4398 1.4130 -2.6965 -0.69 -0.08 -0.68
H -2.0316 -0.2370 -3.2254 -0.24 0.17 -0.73
C -7.1355 -3.4384 -4.5438 0.87 -2.58 -0.14
O -7.2256 -2.0746 -4.6886 -0.14 -2.86 -4.85
C -7.2290 -1.2960 -3.7399 0.29 2.54 4.52
O -6.9693 -1.5533 -2.5955 0.22 -0.12 0.94
O -7.5933 -0.1317 -4.2057 0.28 2.58 -1.10
C -7.3951 1.0563 -3.4478 -1.39 0.30 1.65
H -7.1059 -3.8091 -5.5683 -0.69 -0.22 0.16
H -7.8662 -3.9169 -3.8917 -0.69 0.49 -0.39
H -6.2224 -3.8659 -4.1296 0.61 0.95 0.27
H -6.7678 0.9519 -2.5625 0.39 -0.44 -0.39
H -8.3724 1.2899 -3.0254 -0.17 0.09 0.10
H -7.1387 1.9667 -3.9895 0.41 -0.72 -0.77
C 3.9112 -4.1366 0.5709 0.89 -0.80 -0.30
O 5.0968 -3.5803 1.1307 -3.19 3.05 -4.86
C 5.7059 -4.1422 2.0361 2.16 -2.69 4.09
O 5.6504 -5.3042 2.3901 0.13 0.66 -0.01
O 6.4233 -3.1613 2.5886 1.15 0.80 0.63
C 7.0654 -3.3999 3.8055 0.72 -1.05 1.56
H 4.1331 -5.1978 0.4584 -0.73 -0.16 0.16
H 3.8127 -3.7170 -0.4303 -0.22 0.22 0.31
H 3.0931 -3.8969 1.2502 -0.13 -0.26 -0.31
H 7.9219 -4.0728 3.7622 -0.10 -0.34 -0.58
H 6.3788 -3.8457 4.5251 -0.13 0.01 -0.02
H 7.5027 -2.5193 4.2760 -0.55 0.55 -0.65
C 7.3826 -2.6918 -8.3363 0.64 0.55 -0.34
O 6.0972 -2.2618 -7.8972 -1.03 -2.06 -0.57
C 5.9382 -1.2024 -7.1668 2.02 4.22 0.06
O 6.7101 -0.2413 -7.1331 -0.30 -1.52 0.14
O 4.7779 -1.1607 -6.5657 -2.43 -1.74 1.50
C 4.4639 -0.0947 -5.6338 1.24 1.49 -0.73
H 8.0975 -1.9291 -8.0276 0.28 -0.50 0.35
H 7.4952 -2.7684 -9.4177 -0.79 0.46 -0.20
H 7.5503 -3.7225 -8.0239 0.07 0.33 0.72
H 4.1038 0.7236 -6.2573 0.62 0.38 0.09
H 5.3587 0.1363 -5.0558 0.18 0.40 -0.53
H 3.7036 -0.1133 -4.8530 -0.50 -2.01 -0.47
```
Forces are in eV/Å.

Mulliken population analysis, charges in e, atoms 1 to 2: number 1, C, carries -0.6623; number 2, O, carries -0.2632



# 2
The following is a quantum chemistry calculation of a molecular structure, C21H43AsN2S6Si3Ti in a non-equilibrium geometry, from the OMol25 dataset.

Summary:
M = 723.038 g/mol
energy above the lowest of the compared OMol25 structures with the same formula, charge and spin = 207.63 kJ/mol
LUMO level = -2.22 eV
gap between HOMO and LUMO = 5.533 eV
HOMO level = -0.28474 Eh
strongest force on any atom = 2.82 eV/Å
total charge = 0

```
77
Properties=species:S:1:pos:R:3:forces:R:3
Ti 0.2429 0.5902 -0.3406 1.95 -2.03 -0.09
C 0.0398 -2.5122 -4.1507 0.07 -0.04 -0.02
C -1.2191 -2.1221 -4.2396 -0.07 0.07 -0.05
S -1.6318 -0.7597 -0.8269 -0.23 0.17 0.32
C -2.6764 0.6877 -1.1899 0.11 -0.08 -0.20
C -2.8972 1.6006 0.0060 -0.15 -0.15 0.07
S -1.3761 1.9080 0.9686 -0.41 0.66 -0.51
C 0.8025 4.1151 2.5862 -0.09 -0.04 0.10
C 1.8633 4.7325 2.0988 0.07 0.06 -0.04
S 2.3354 1.3515 0.6226 -0.17 -0.19 -0.01
C 3.3030 1.0033 -0.8881 0.02 0.26 -0.06
C 3.3421 -0.4720 -1.2417 -0.01 -0.12 -0.09
S 1.7312 -1.3055 -1.0623 -0.28 0.73 -0.30
H 0.8314 -1.9560 -4.6365 0.03 0.00 0.01
H 0.3375 -3.3873 -3.5883 -0.02 -0.03 0.03
H -2.0298 -2.6502 -3.7540 0.03 -0.05 0.02
H -1.4823 -1.2357 -4.8045 -0.05 0.01 0.01
H -3.6343 0.3222 -1.5636 -0.04 0.04 0.09
H -2.2285 1.2655 -1.9965 -0.08 -0.09 -0.06
H -3.5866 1.1607 0.7308 0.09 -0.02 0.05
H -3.2973 2.5697 -0.2969 0.00 0.02 0.07
H 0.8242 3.0553 2.8184 0.01 -0.02 0.01
H -0.1284 4.6373 2.7699 -0.01 0.02 0.05
H 2.7812 4.1967 1.8985 0.03 -0.03 -0.01
H 1.8462 5.7895 1.8655 -0.01 0.03 0.01
H 4.3122 1.3799 -0.7056 0.00 -0.01 -0.01
H 2.8918 1.5772 -1.7211 0.03 -0.02 0.04
H 4.0524 -1.0044 -0.6084 -0.04 0.03 -0.04
H 3.6691 -0.5796 -2.2788 0.03 0.01 0.03
S -0.1380 3.0629 -0.4528 0.49 0.21 0.47
C -0.6440 3.3254 -2.0562 -0.78 -0.11 -0.67
C -1.3113 4.5488 -2.3708 0.04 0.02 0.11
N -1.8508 5.5400 -2.5966 -0.03 -0.01 0.01
C -0.3321 2.3988 -3.0567 -0.04 0.18 0.41
S 0.3559 0.8822 -2.8017 0.01 0.32 -0.01
C -0.6401 2.7616 -4.4147 0.12 0.02 -0.11
N -0.8794 3.0233 -5.5074 -0.02 -0.01 0.03
C 2.6911 0.3707 4.1800 -0.02 0.01 -0.11
Si 2.6739 -1.1654 3.1097 0.24 -0.19 -0.03
C 2.7454 -2.6387 4.2829 0.02 0.06 -0.09
C 4.2483 -1.2743 2.1007 -0.01 0.00 0.02
As 0.6993 -1.2878 1.7892 -0.82 -0.06 1.02
Si 0.4933 -3.6226 1.2476 0.24 -0.12 -0.21
C -0.2444 -4.7240 2.5909 0.00 0.12 -0.04
C -0.5971 -3.8409 -0.2572 0.01 0.05 0.07
C 2.2021 -4.3110 0.8823 -0.10 0.00 -0.07
Si -0.8905 -1.3174 3.6221 -0.06 0.16 -0.30
C -1.0919 0.4062 4.3447 -0.10 -0.06 0.05
C -2.5067 -1.8029 2.7837 -0.05 0.09 0.07
C -0.6117 -2.4170 5.1252 0.00 0.08 0.04
H 3.6560 0.4079 4.6931 0.04 0.01 -0.02
H 1.9222 0.3322 4.9499 -0.06 0.01 0.03
H 2.5812 1.2894 3.6027 -0.02 -0.01 0.02
H 3.7300 -2.6168 4.7590 0.03 -0.01 -0.01
H 2.6497 -3.5985 3.7743 -0.03 0.00 0.02
H 2.0036 -2.5918 5.0738 -0.09 -0.01 0.04
H 5.0735 -1.4805 2.7884 0.00 -0.01 0.02
H 4.4695 -0.3462 1.5782 -0.03 0.00 -0.04
H 4.2061 -2.0937 1.3814 -0.01 0.01 -0.02
H -0.9851 -4.2445 3.2246 -0.03 -0.04 -0.03
H 0.5273 -5.1635 3.2258 0.00 0.07 0.04
H -0.7518 -5.5411 2.0715 0.04 -0.05 -0.02
H -1.6471 -3.6758 -0.0130 -0.03 0.02 -0.01
H -0.4889 -4.8764 -0.5932 0.01 -0.02 0.01
H -0.3294 -3.1865 -1.0845 0.02 -0.01 -0.05
H 2.8758 -4.2282 1.7330 0.06 0.03 0.03
H 2.6516 -3.8134 0.0232 0.00 0.01 0.03
H 2.1039 -5.3750 0.6486 -0.02 -0.02 -0.01
H -1.4853 1.1273 3.6309 0.01 0.07 -0.06
H -0.1627 0.7995 4.7519 0.07 0.06 -0.03
H -1.8046 0.3468 5.1736 -0.02 -0.01 -0.02
H -2.4801 -1.5617 1.7187 -0.03 -0.01 0.01
H -3.3455 -1.2644 3.2335 0.00 0.02 0.04
H -2.7220 -2.8664 2.8868 0.02 -0.06 -0.05
H -0.0074 -1.8940 5.8678 0.08 -0.01 0.00
H -0.1710 -3.3913 4.9338 0.05 0.04 0.01
H -1.5935 -2.5786 5.5815 -0.03 0.00 -0.02
```
Forces are in eV/Å.

Mulliken population analysis, charges in e, atoms 1 to 2: number 1, Ti, carries 0.6925; number 2, C, carries -0.4155



# 3
The following is a quantum chemistry calculation of 7 unconnected molecules or ions with the total composition C21H43BN2O32PS6 in a non-equilibrium geometry, from the OMol25 dataset.

Summary:
M = 1069.745 g/mol
LUMO level = 1.39 eV
gap between HOMO and LUMO = 6.327 eV
HOMO level = -0.18150 Eh
strongest force on any atom = 2.59 eV/Å
total charge = -1

```
106
Properties=species:S:1:pos:R:3:forces:R:3
C 6.1494 -4.0020 -0.3989 0.37 -0.51 0.09
O 6.0494 -2.7277 -1.0544 -1.10 0.33 0.45
B 4.7272 -2.2471 -0.9986 0.54 -0.85 0.83
O 3.7409 -3.2044 -1.3241 0.04 0.63 -0.31
C 4.4261 -0.7436 -0.4939 1.60 0.21 -0.23
C 5.7625 0.0267 -0.9003 0.48 0.03 0.41
C 6.8964 -0.0299 0.1690 0.63 1.51 -1.26
C 6.8262 1.0920 1.2257 -0.33 -1.35 0.19
O 6.8461 0.7988 2.3859 0.24 0.23 1.02
O 6.7955 2.3899 0.8474 0.39 -0.29 -0.84
C 4.3317 -0.9741 1.0809 -0.92 0.00 2.41
O 4.9643 -1.9735 1.4837 0.74 -1.04 -1.41
O 3.6562 -0.3085 1.9152 -0.45 0.72 -2.18
N 3.3209 -0.0463 -1.1428 -1.45 0.37 0.34
C 2.0811 -0.7638 -1.4542 -0.30 -0.49 -0.18
C 1.3774 -1.6009 -0.3378 -1.52 0.43 -0.20
O 0.5672 -2.5695 -1.0489 0.53 0.03 -0.31
C 0.3519 -0.7881 0.5518 0.10 -1.22 -0.36
N -0.4852 -1.8282 1.2217 0.40 0.58 0.17
P 2.9299 1.5017 -0.6242 1.12 1.68 1.46
O 3.8870 2.1800 0.2932 -0.04 -0.13 -0.52
H 5.3882 -4.1383 0.3881 0.24 0.27 -0.42
H 6.0561 -4.8333 -1.1263 0.18 0.41 0.31
H 7.1260 -4.0345 0.1220 -0.37 -0.01 -0.46
H 3.5767 -3.1577 -2.2772 -0.17 -0.29 0.30
H 6.1856 -0.3905 -1.8374 -0.40 0.00 0.48
H 5.5922 1.0932 -1.1215 -0.27 -0.43 0.28
H 7.8395 0.1939 -0.3856 -0.46 -0.10 0.21
H 7.0532 -1.0127 0.6260 -0.52 0.51 0.19
H 6.8406 2.9124 1.6623 -0.22 -0.29 -0.04
H 1.3337 -0.0216 -1.8247 0.37 -0.32 0.21
H 2.2289 -1.4526 -2.3096 0.04 0.33 0.51
H 2.0403 -2.2064 0.2978 0.05 0.49 -0.33
H -0.2300 -2.1150 -1.3544 0.11 -0.15 0.24
H 0.8522 -0.1274 1.2796 -0.10 -0.05 -0.52
H -0.3481 -0.2566 -0.1240 0.62 0.19 0.33
H 0.1666 -2.3503 1.8069 -0.46 -0.01 0.17
H -1.1754 -1.3730 1.8169 0.36 -0.08 0.12
H 1.6397 1.5898 -0.0193 0.10 -0.60 -0.69
H 2.8244 2.3338 -1.7855 -0.41 -0.73 -0.04
C -4.0211 0.8643 -2.4287 0.16 -0.50 0.06
C -4.5092 1.0645 -1.0089 -0.48 0.34 -0.10
O -3.3579 1.5171 -0.2885 0.45 -0.05 -0.42
S -2.4254 2.3895 -1.2665 -0.49 -0.32 0.07
O -2.7080 3.7653 -1.0556 0.27 -0.03 -0.15
O -1.1086 1.8651 -1.2098 0.01 0.26 0.05
O -3.1043 1.9441 -2.6584 -0.09 0.35 0.43
H -3.4769 -0.0739 -2.5329 -0.05 0.01 0.01
H -4.8317 0.8938 -3.1529 0.13 0.23 -0.07
H -4.9003 0.1518 -0.5725 0.27 0.01 0.14
H -5.2706 1.8480 -0.9574 -0.02 -0.04 -0.05
C 1.5958 1.2375 5.1853 0.35 -0.52 -0.17
C 1.8150 1.9862 3.8934 0.71 0.35 0.02
O 0.5609 1.8839 3.1984 -0.59 -0.38 0.42
S -0.6377 1.8494 4.2699 1.13 -0.06 -0.09
O -1.1807 3.1586 4.3908 -0.35 -0.27 0.06
O -1.4457 0.7090 4.0006 -0.26 0.30 -0.11
O 0.2479 1.5491 5.5762 -0.28 0.39 -0.32
H 1.6652 0.1580 5.0366 0.04 0.04 -0.06
H 2.2968 1.5419 5.9591 -0.24 0.14 0.11
H 2.6282 1.5610 3.2945 -0.35 -0.12 -0.18
H 2.0137 3.0450 4.0798 -0.03 -0.02 0.04
C 4.6084 6.5370 5.1860 0.13 -0.34 -0.46
C 3.3236 7.1142 4.6282 0.13 0.53 0.07
O 2.2854 6.3394 5.2324 0.30 -0.41 0.25
S 2.7451 5.8897 6.7084 0.17 0.25 -0.47
O 2.1878 6.7929 7.6521 0.09 -0.25 0.12
O 2.5892 4.4853 6.8124 -0.19 0.03 0.16
O 4.3131 6.2281 6.5523 -0.47 0.26 0.04
H 4.8803 5.6096 4.6770 -0.01 0.04 -0.03
H 5.4375 7.2387 5.1261 -0.03 -0.01 0.25
H 3.2717 7.0448 3.5443 -0.19 -0.20 0.06
H 3.1910 8.1556 4.9327 0.05 0.00 -0.04
C -8.7042 -1.0210 -1.3373 -0.62 -0.14 -0.12
C -8.2421 -2.4041 -0.9317 0.21 0.18 0.60
O -7.4551 -2.8629 -2.0343 -0.05 0.38 -0.47
S -6.7174 -1.6104 -2.7226 -0.78 -0.14 0.46
O -5.3931 -1.5295 -2.2098 -0.12 -0.03 -0.33
O -6.9986 -1.6323 -4.1109 0.45 -0.09 0.03
O -7.5889 -0.4455 -2.0257 0.68 -0.49 0.23
H -9.5442 -1.0683 -2.0322 0.03 0.02 0.01
H -8.9781 -0.4095 -0.4802 0.23 0.14 -0.07
H -9.0705 -3.0826 -0.7441 0.09 -0.11 -0.24
H -7.5982 -2.3646 -0.0494 -0.06 -0.01 0.02
C -7.1145 2.2767 -5.6259 0.17 -0.30 -0.50
C -8.3694 2.8986 -6.2044 0.16 0.54 0.12
O -9.4448 2.1385 -5.6420 0.31 -0.41 0.22
S -9.0320 1.6496 -4.1644 0.31 0.17 -0.47
O -9.5893 2.5509 -3.2189 0.03 -0.32 0.16
O -9.2277 0.2459 -4.0916 -0.49 0.34 0.00
O -7.4540 1.9490 -4.2747 -0.50 0.20 0.07
H -6.8532 1.3521 -6.1459 -0.01 0.02 0.00
H -6.2660 2.9571 -5.6498 -0.04 -0.01 0.26
H -8.3947 2.8522 -7.2903 -0.20 -0.19 0.05
H -8.4828 3.9366 -5.8823 0.05 -0.01 -0.04
C 1.7659 -6.1626 -0.3204 -0.51 0.59 0.06
C 0.8810 -7.3864 -0.2138 0.35 -0.22 0.45
O 0.7502 -7.8599 -1.5583 0.16 0.34 -0.33
S 2.1083 -7.5402 -2.3653 -0.08 0.41 0.69
O 2.9160 -8.7105 -2.3672 0.03 0.12 -0.28
O 1.7645 -6.8540 -3.5596 0.06 -0.34 -0.10
O 2.7368 -6.4955 -1.3217 -0.14 -0.73 -0.22
H 1.2032 -5.2920 -0.6663 0.05 0.04 0.06
H 2.2568 -5.9233 0.6201 0.23 -0.03 -0.16
H -0.0945 -7.1589 0.2091 -0.08 -0.02 -0.26
H 1.3592 -8.1724 0.3769 -0.02 0.03 0.03
```
Forces are in eV/Å.

Mulliken population analysis, charges in e, atoms 1 to 2: number 1, C, carries -0.6871; number 2, O, carries -0.5409